{"formula": "C5H6Cl3F", "method": "ωB97M-V with the def2-TZVPD basis set", "elements": ["C", "C", "C", "C", "C", "F", "Cl", "Cl", "Cl", "H", "H", "H", "H", "H", "H"], "positions_angstrom": [[0.583, 0.820, -1.464], [0.280, 0.136, -0.442], [-0.019, -1.289, -0.158], [-2.238, 2.064, 0.954], [-0.771, 2.184, 1.089], [-0.080, 3.034, 0.353], [-2.626, 1.554, -0.705], [-3.164, 3.622, 1.202], [-0.116, 2.123, 2.700], [0.484, 1.921, -1.376], [0.897, 0.312, -2.455], [-1.006, -1.646, -0.410], [0.795, -1.763, -0.723], [-0.020, -1.573, 0.825], [-2.842, 1.437, 1.610]], "mulliken_charge": [-0.38, 0.19, -1.09, 0.09, 0.10, -0.20, -0.11, -0.17, -0.16, 0.25, 0.23, 0.24, 0.32, 0.35, 0.34], "homo_lumo_gap_ev": [8.73, 7.59], "homo_energy_ev": [-8.8, -8.3], "e_lumo_ev": [-0.07, -0.76]}

---

{"formula": "C11H15CrO8P", "method": "ωB97M-V with the def2-TZVPD basis set", "elements": ["O", "C", "Cr", "O", "C", "C", "O", "C", "O", "C", "O", "C", "C", "O", "P", "O", "C", "C", "O", "C", "C", "H", "H", "H", "H", "H", "H", "H", "H", "H", "H", "H", "H", "H", "H", "H"], "positions_angstrom": [[-0.058, 3.433, -2.136], [0.003, 2.310, -2.364], [-0.003, -0.032, -2.581], [0.113, 0.101, -5.650], [0.085, 0.044, -4.493], [-0.061, -1.945, -2.402], [-0.107, -3.077, -2.108], [-1.904, 0.118, -2.504], [-3.046, 0.230, -2.328], [1.876, 0.057, -2.301], [3.005, 0.126, -2.041], [0.087, 3.461, 1.488], [0.726, 2.240, 0.875], [-0.389, 1.375, 0.443], [-0.189, -0.037, -0.340], [-1.465, -0.865, 0.212], [-2.338, -0.509, 1.332], [-1.635, -0.635, 2.656], [1.051, -0.709, 0.465], [1.066, -2.059, 1.071], [2.227, -2.836, 0.524], [-0.495, 4.004, 0.740], [0.859, 4.128, 1.874], [-0.577, 3.187, 2.315], [1.348, 2.486, 0.007], [1.329, 1.681, 1.602], [-2.724, 0.512, 1.168], [-3.166, -1.213, 1.263], [-0.782, 0.049, 2.734], [-2.341, -0.382, 3.457], [-1.295, -1.665, 2.823], [0.110, -2.562, 0.872], [1.157, -1.883, 2.150], [3.154, -2.267, 0.603], [2.333, -3.764, 1.093], [2.049, -3.102, -0.519]], "mulliken_charge": [-0.01, 0.40, -0.88, -0.02, 0.61, 0.46, -0.04, 0.42, -0.03, 0.46, -0.03, -1.25, -0.25, -0.25, 1.42, -0.30, -0.17, -1.02, -0.31, -0.22, -1.21, 0.31, 0.42, 0.33, 0.44, 0.33, 0.31, 0.34, 0.25, 0.42, 0.30, 0.38, 0.40, 0.35, 0.42, 0.22], "homo_lumo_gap_ev": [7.12, 5.07], "homo_energy_ev": [-21.2, -21.1], "total_charge": 3, "multiplicity": 4, "e_lumo_ev": [-14.04, -16.05]}

---

{"formula": "C6H14ClO10Zr", "method": "ωB97M-V with the def2-TZVPD basis set", "elements": ["Zr", "C", "C", "C", "O", "C", "C", "C", "O", "O", "O", "H", "H", "Cl", "O", "H", "H", "O", "H", "H", "O", "H", "H", "O", "H", "H", "O", "H", "H", "O", "H", "H"], "positions_angstrom": [[-1.494, -0.006, -0.729], [2.800, 1.055, -0.127], [4.061, 1.003, 0.447], [4.287, 0.158, 1.735], [5.452, -0.141, 2.174], [3.245, -0.369, 2.401], [1.838, -0.274, 1.949], [1.631, 0.411, 0.529], [0.477, 0.388, 0.003], [0.899, -0.757, 2.530], [4.964, 1.765, -0.078], [2.601, 1.636, -1.015], [3.462, -0.957, 3.281], [-3.076, -0.204, -2.910], [-3.390, -1.628, -0.220], [-3.123, -2.414, 0.257], [-4.246, -1.849, -0.587], [-0.873, -2.081, -0.938], [-0.608, -2.463, -1.775], [-0.406, -2.596, -0.280], [0.007, 0.145, -2.515], [0.639, -0.533, -2.756], [0.297, 0.923, -2.992], [-3.253, 1.022, 0.194], [-3.765, 0.895, 0.994], [-3.753, 1.663, -0.311], [-1.472, 2.123, -1.442], [-1.712, 2.597, -2.239], [-1.222, 2.807, -0.821], [-1.462, -0.624, 1.389], [-0.687, -0.602, 1.950], [-2.118, -1.094, 1.905]], "mulliken_charge": [1.51, -0.69, 0.27, 0.22, -0.70, -0.63, 0.70, 0.09, -0.32, -0.90, -0.67, 0.35, 0.40, -0.54, -0.43, 0.27, 0.25, -0.41, 0.28, 0.30, -0.37, 0.25, 0.25, -0.45, 0.27, 0.28, -0.43, 0.27, 0.27, -0.35, 0.37, 0.29], "homo_lumo_gap_ev": [4.81, 4.81], "homo_energy_ev": [-6.1, -6.1], "multiplicity": 2, "e_lumo_ev": [-1.28, -1.30]}

---

{"formula": "C9H13FN", "method": "ωB97M-V with the def2-TZVPD basis set", "elements": ["C", "C", "C", "C", "C", "C", "N", "C", "C", "F", "C", "H", "H", "H", "H", "H", "H", "H", "H", "H", "H", "H", "H", "H"], "positions_angstrom": [[1.943, -1.765, 0.778], [1.951, -0.720, -0.429], [1.126, 0.585, -0.070], [1.492, 1.825, -0.997], [-0.404, 0.303, 0.034], [-1.330, 1.358, 0.491], [-2.686, 1.152, 0.619], [-3.288, -0.054, 0.311], [-2.510, -1.181, -0.156], [-3.063, -2.379, -0.476], [-1.046, -0.992, -0.289], [2.099, -1.227, 1.756], [0.973, -2.319, 0.875], [2.734, -2.540, 0.585], [3.028, -0.388, -0.509], [1.663, -1.187, -1.406], [1.464, 0.872, 0.972], [0.752, 2.018, -1.815], [1.589, 2.748, -0.354], [2.491, 1.625, -1.479], [-0.903, 2.347, 0.780], [-3.268, 1.917, 0.961], [-4.395, -0.152, 0.450], [-0.411, -1.846, -0.632]], "mulliken_charge": [-1.00, -0.92, 0.75, -1.29, 0.01, -0.49, -0.01, -0.29, 0.03, -0.22, -0.15, 0.29, 0.31, 0.34, 0.42, 0.36, 0.31, 0.34, 0.35, 0.36, 0.40, 0.30, 0.38, 0.45], "homo_lumo_gap_ev": 9.36, "homo_energy_ev": -14.3, "total_charge": 1, "smiles": "CC[C@@H](C)c1c[nH+]cc(F)c1", "e_lumo_ev": -4.89}

---

{"formula": "C38H49N3O3PTi", "method": "ωB97M-V with the def2-TZVPD basis set", "elements": ["Ti", "C", "N", "C", "C", "O", "C", "O", "C", "C", "O", "N", "C", "C", "H", "H", "H", "H", "H", "H", "H", "H", "H", "H", "H", "H", "H", "H", "H", "H", "C", "C", "C", "C", "C", "C", "C", "P", "C", "C", "C", "C", "C", "C", "C", "C", "C", "C", "C", "C", "C", "C", "H", "H", "H", "H", "H", "H", "H", "H", "H", "H", "H", "H", "H", "H", "H", "H", "H", "H", "H", "H", "C", "N", "C", "C", "C", "C", "C", "C", "C", "C", "H", "H", "H", "H", "H", "H", "H", "H", "H", "H", "H", "H", "H"], "positions_angstrom": [[0.602, 0.104, 0.283], [0.951, -4.870, -1.699], [0.377, -3.554, -1.456], [-1.027, -3.345, -1.787], [1.016, -2.644, -0.719], [0.450, -1.582, -0.392], [2.405, -2.956, -0.212], [3.116, -1.811, 0.182], [3.782, -1.097, -0.875], [2.956, 0.034, -1.417], [2.113, 0.660, -0.606], [2.882, 0.183, -2.799], [1.853, 1.053, -3.336], [4.101, 0.172, -3.586], [1.790, -4.816, -2.395], [0.186, -5.501, -2.142], [1.289, -5.348, -0.778], [-1.208, -3.664, -2.813], [-1.267, -2.291, -1.694], [-1.673, -3.916, -1.117], [2.977, -3.528, -0.948], [2.297, -3.564, 0.691], [4.047, -1.787, -1.680], [4.719, -0.746, -0.427], [0.969, 0.984, -2.713], [1.609, 0.727, -4.349], [2.171, 2.103, -3.378], [4.629, 1.135, -3.539], [3.838, -0.027, -4.625], [4.782, -0.608, -3.252], [1.772, 3.673, 1.932], [0.825, 3.621, 3.101], [1.219, 4.206, 4.303], [0.439, 4.131, 5.444], [-0.771, 3.456, 5.400], [-1.199, 2.899, 4.210], [-0.435, 2.990, 3.041], [-1.031, 2.049, 1.587], [-2.868, 2.015, 1.819], [-3.442, 0.740, 1.789], [-4.810, 0.542, 1.841], [-5.646, 1.640, 1.938], [-5.095, 2.908, 1.994], [-3.720, 3.132, 1.938], [-3.270, 4.565, 2.007], [-0.908, 3.070, 0.076], [-0.774, 4.451, -0.020], [-0.657, 5.063, -1.258], [-0.686, 4.285, -2.408], [-0.824, 2.912, -2.321], [-0.934, 2.264, -1.084], [-1.059, 0.795, -0.950], [1.481, 4.435, 1.213], [1.785, 2.726, 1.390], [2.782, 3.914, 2.268], [2.173, 4.721, 4.349], [0.780, 4.587, 6.364], [-1.384, 3.374, 6.288], [-2.157, 2.395, 4.169], [-2.797, -0.125, 1.736], [-5.219, -0.460, 1.801], [-6.720, 1.513, 1.976], [-5.750, 3.767, 2.079], [-3.287, 5.017, 1.014], [-2.271, 4.666, 2.414], [-3.951, 5.134, 2.641], [-0.741, 5.061, 0.873], [-0.548, 6.138, -1.322], [-0.613, 4.757, -3.380], [-0.876, 2.329, -3.233], [-1.089, 0.311, -1.932], [-1.993, 0.534, -0.441], [3.253, 1.344, 4.517], [3.882, 0.467, 3.504], [4.121, 1.175, 2.224], [3.103, -0.834, 3.295], [1.596, -0.764, 3.407], [1.079, -1.034, 4.683], [-0.271, -1.221, 4.891], [-1.112, -1.235, 3.785], [-0.591, -0.957, 2.537], [0.757, -0.629, 2.278], [3.864, 2.234, 4.658], [3.165, 0.813, 5.461], [2.261, 1.623, 4.181], [4.792, 0.195, 3.869], [3.192, 1.238, 1.666], [4.843, 0.611, 1.638], [4.518, 2.169, 2.413], [3.475, -1.514, 4.061], [3.378, -1.208, 2.313], [1.753, -1.117, 5.531], [-0.655, -1.403, 5.886], [-2.160, -1.483, 3.906], [-1.266, -1.030, 1.682]], "mulliken_charge": [0.29, -1.02, 0.20, -0.96, 0.69, 0.19, -1.35, -0.18, -0.83, 0.03, -0.45, 0.18, -0.82, -1.15, 0.31, 0.40, 0.36, 0.43, 0.16, 0.35, 0.51, 0.42, 0.45, 0.27, -0.26, 0.47, 0.37, 0.34, 0.33, 0.38, -1.77, 0.20, -0.13, -0.95, -0.85, -0.97, 0.75, 2.16, 0.39, -0.31, -1.23, -0.79, -0.78, 1.41, -1.62, 0.76, -0.95, -1.12, -1.03, -0.54, 0.31, -2.32, 0.45, 0.11, 0.37, 0.50, 0.41, 0.48, 0.47, 0.32, 0.48, 0.40, 0.48, 0.34, -0.01, 0.58, 0.72, 0.47, 0.41, 0.56, 0.71, 1.11, -0.97, 0.24, -1.01, -1.68, 1.00, -0.22, -1.28, -0.96, -1.13, 1.31, 0.35, 0.41, 0.30, 0.41, 0.32, 0.32, 0.39, 0.57, 0.27, 0.43, 0.40, 0.49, 0.94], "homo_lumo_gap_ev": [5.30, 7.24], "homo_energy_ev": [-7.5, -9.5], "total_charge": 1, "multiplicity": 3, "e_lumo_ev": [-2.24, -2.27]}

---

{"formula": "C2H4N5", "method": "ωB97M-V with the def2-TZVPD basis set", "elements": ["N", "C", "N", "N", "N", "C", "N", "H", "H", "H", "H"], "positions_angstrom": [[-2.494, -2.158, -0.099], [-1.922, -1.167, -0.093], [-1.133, -0.067, 0.058], [-0.292, 0.066, -1.222], [-0.221, -0.116, 1.188], [-2.012, 1.078, 0.051], [-2.675, 1.999, 0.266], [0.190, 0.927, -1.363], [0.481, -0.643, -1.344], [-0.492, -0.013, 2.137], [0.552, 0.512, 1.018]], "mulliken_charge": [-0.19, 0.37, 0.64, -0.59, -0.55, 0.31, -0.18, 0.31, 0.32, 0.28, 0.30], "homo_lumo_gap_ev": 11.89, "homo_energy_ev": -17.4, "total_charge": 1, "smiles": "N#C[N+](N)(N)C#N", "e_lumo_ev": -5.46}